Entry 1:
A cluster of 8 separate species, C13H40N5O10 in total in a non-equilibrium geometry, computed with ωB97M-V/def2-TZVPD.

Each atom is followed by the atoms it is bonded to, with distances in Å.
Atoms and positions in Å:
1 O -4.32 -0.76 1.70  C27 1.432, H48 0.964
2 O 0.12 -6.19 1.79  C16 1.230
3 O -1.31 -0.29 3.34  C23 1.426, H46 0.964
4 O 5.43 -1.15 2.55  C25 1.441, H64 0.958
5 O 2.75 -0.97 -4.92  C20 1.234
6 O -2.41 1.59 -3.08  C22 1.436, H66 0.968
7 O 0.38 -1.73 -0.32  N14 1.258
8 O -0.81 -0.33 -1.45  N14 1.245
9 O 1.71 4.94 -3.02  C17 1.425, H54 0.962
10 O -1.55 -1.14 0.43  N14 1.237
11 N 0.71 -0.65 -3.98  C20 1.358, H29 1.009, H63 1.001
12 N 2.49 -1.21 -2.66  C20 1.366, H36 1.001, H53 1.011
13 N -1.17 -4.33 1.44  C16 1.371, H33 1.000, H43 1.008
14 N -0.68 -1.06 -0.44  O7 1.258, O8 1.245, O10 1.237
15 N 1.00 -4.38 0.70  C16 1.369, H30 1.011, H51 0.998
16 C -0.01 -5.05 1.34  O2 1.230, N13 1.371, N15 1.369
17 C 1.23 4.00 -2.06  O9 1.425, C19 1.515, C24 1.514, H50 1.102
18 C -4.44 1.03 -1.90  C22 1.512, H56 1.089, H65 1.093, H67 1.097
19 C 1.07 2.61 -2.65  C17 1.515, H38 1.093, H42 1.096, H45 1.091
20 C 2.03 -0.95 -3.92  O5 1.234, N11 1.358, N12 1.366
21 C 3.35 -1.02 1.29  C25 1.515, H31 1.095, H34 1.090, H41 1.091
22 C -3.45 2.12 -2.24  O6 1.436, C18 1.512, C28 1.513, H40 1.094
23 C -0.94 -1.19 4.38  O3 1.426, H35 1.096, H47 1.090, H59 1.090
24 C 2.18 4.05 -0.88  C17 1.514, H32 1.090, H55 1.091, H60 1.093
25 C 4.02 -1.45 2.58  O4 1.441, C21 1.515, C26 1.526, H68 1.093
26 C 3.40 -0.73 3.78  C25 1.526, H52 1.092, H57 1.093, H58 1.093
27 C -4.68 0.62 1.87  O1 1.432, H37 1.090, H39 1.091, H62 1.090
28 C -2.80 2.78 -1.05  C22 1.513, H44 1.091, H49 1.095, H61 1.095
29 H 0.19 -0.41 -3.14  N11 1.009
30 H 0.80 -3.44 0.40  N15 1.011
31 H 2.27 -1.13 1.39  C21 1.095
32 H 2.12 5.01 -0.37  C24 1.090
33 H -1.97 -4.76 1.87  N13 1.000
34 H 3.70 -1.65 0.48  C21 1.090
35 H -1.65 -2.03 4.40  C23 1.096
36 H 3.44 -1.51 -2.54  N12 1.001
37 H -4.15 1.20 1.11  C27 1.090
38 H 0.64 2.62 -3.65  C19 1.093
39 H -4.48 0.99 2.87  C27 1.091
40 H -3.94 2.84 -2.89  C22 1.094
41 H 3.42 0.05 1.07  C21 1.091
42 H 2.04 2.11 -2.78  C19 1.096
43 H -1.18 -3.36 1.18  N13 1.008
44 H -2.13 3.60 -1.34  C28 1.091
45 H 0.46 1.98 -2.01  C19 1.091
46 H -1.23 -0.74 2.49  O3 0.964
47 H 0.09 -1.55 4.28  C23 1.090
48 H -3.37 -0.81 1.59  O1 0.964
49 H -2.17 2.06 -0.52  C28 1.095
50 H 0.24 4.31 -1.69  C17 1.102
51 H 1.86 -4.85 0.53  N15 0.998
52 H 2.31 -0.77 3.80  C26 1.092
53 H 1.88 -1.32 -1.86  N12 1.011
54 H 1.18 4.83 -3.82  O9 0.962
55 H 3.19 3.84 -1.22  C24 1.091
56 H -5.03 0.70 -2.75  C18 1.089
57 H 3.65 0.33 3.77  C26 1.093
58 H 3.75 -1.15 4.72  C26 1.093
59 H -1.08 -0.65 5.31  C23 1.090
60 H 1.93 3.31 -0.12  C24 1.093
61 H -3.50 3.18 -0.31  C28 1.095
62 H -5.75 0.65 1.65  C27 1.090
63 H 0.31 -0.64 -4.90  N11 1.001
64 H 5.90 -1.97 2.72  O4 0.958
65 H -3.95 0.16 -1.45  C18 1.093
66 H -1.85 1.00 -2.55  O6 0.968
67 H -5.16 1.35 -1.14  C18 1.097
68 H 3.92 -2.52 2.76  C25 1.093

Results
**Kohn-Sham gap**: 9.60 eV
**LUMO level**: 0.093 hartree
**HOMO**: -7.060 eV
**Total charge**: -1

Atomic partial charges in e from the natural (NBO) method, atoms 1 to 8: O -0.741; O -0.697; O -0.744; O -0.736; O -0.701; O -0.748; O -0.564; O -0.547

---

Entry 2:
A cluster of 2 separate species, C4H7O2S in total in a non-equilibrium geometry, computed with ωB97M-V/def2-TZVPD.

Each atom is followed by the atoms it is bonded to, with distances in Å.
Atoms and positions in Å:
1 S 1.21 1.23 0.71  C7 1.824
2 O 1.03 -2.17 1.72  C5 1.157
3 O 0.95 -0.95 3.71  C5 1.181
4 C 0.42 -0.55 -1.28  C7 1.513, H11 1.095, H12 1.106, H14 0.989
5 C 0.97 -1.57 2.70  O2 1.157, O3 1.181
6 C -1.16 1.34 -0.78  C7 1.595, H9 1.100, H10 1.018, H13 1.161
7 C -0.11 0.31 -0.15  S1 1.824, C4 1.513, C6 1.595, H8 1.194
8 H -0.58 -0.41 0.66  C7 1.194
9 H -1.45 2.01 0.04  C6 1.100
10 H -0.74 2.06 -1.37  C6 1.018
11 H 0.57 -0.02 -2.23  C4 1.095
12 H -0.19 -1.40 -1.61  C4 1.106
13 H -2.21 1.05 -1.16  C6 1.161
14 H 1.28 -0.93 -0.96  C4 0.989

Results
**Kohn-Sham gap**: 5.92 eV
**LUMO level**: 0.126 hartree
**HOMO**: -2.477 eV
**Total charge**: -1

Atomic partial charges in e from the natural (NBO) method, atoms 1 to 8: S -0.706; O -0.516; O -0.538; C -0.611; C 1.048; C -0.636; C -0.335; H 0.164

---

Entry 3:
An isolated molecule of C10H11FO in a non-equilibrium geometry, computed with ωB97M-V/def2-TZVPD.

Each atom is followed by the atoms it is bonded to, with distances in Å.
Atoms and positions in Å:
1 F 0.23 -2.61 0.70  C9 1.355
2 O 1.88 0.02 1.77  C7 1.342, H19 0.953
3 C -2.77 0.80 0.13  C11 1.344, C12 1.415, H22 1.070
4 C 2.42 0.64 -0.52  C7 1.527, H14 1.080, H16 1.110, H17 1.080
5 C -0.05 -1.37 -1.28  C6 1.488, C9 1.505, H13 1.165, H21 1.080
6 C -0.74 -0.27 -0.57  C5 1.488, C10 1.452, C11 1.361
7 C 1.41 0.19 0.53  O2 1.342, C4 1.527, C10 1.435
8 C -0.65 1.50 1.13  C10 1.400, C12 1.468, H20 1.115
9 C 0.91 -2.00 -0.30  F1 1.355, C5 1.505, H15 1.002
10 C 0.02 0.51 0.40  C6 1.452, C7 1.435, C8 1.400
11 C -2.09 -0.11 -0.60  C3 1.344, C6 1.361, H23 1.097
12 C -2.09 1.69 1.00  C3 1.415, C8 1.468, H18 1.108
13 H -0.75 -2.20 -1.71  C5 1.165
14 H 2.85 1.50 -0.04  C4 1.080
15 H 1.70 -2.59 -0.45  C9 1.002
16 H 3.11 -0.19 -0.78  C4 1.110
17 H 2.07 0.97 -1.49  C4 1.080
18 H -2.57 2.62 1.38  C12 1.108
19 H 1.25 -0.29 2.42  O2 0.953
20 H 0.03 2.00 1.87  C8 1.115
21 H 0.38 -0.94 -2.18  C5 1.080
22 H -3.78 0.82 -0.19  C3 1.070
23 H -2.76 -0.70 -1.23  C11 1.097

Results
**Kohn-Sham gap (spin up / spin down)**: 7.75 / 7.79 eV
**LUMO level (spin up / spin down)**: 0.027 / 0.027 hartree
**HOMO (spin up / spin down)**: -7.005 / -7.054 eV

Atomic partial charges in e from the natural (NBO) method, atoms 1 to 8: F -0.372; O -0.686; C -0.211; C -0.666; C -0.514; C 0.041; C 0.368; C -0.203

---

Entry 4:
An isolated molecule of C5H11NO2 in a non-equilibrium geometry, computed with ωB97M-V/def2-TZVPD.

Each atom is followed by the atoms it is bonded to, with distances in Å.
Atoms and positions in Å:
1 O -0.77 -0.58 2.15  C7 1.461, H19 0.964
2 O 2.76 -0.63 0.63  C6 1.205
3 N 0.62 -0.59 -1.19  C4 1.474, C8 1.453, H11 1.015
4 C 0.98 0.50 -2.12  N3 1.474, H9 1.080, H12 1.096, H14 1.096
5 C -1.93 0.58 0.42  C7 1.509, H10 1.093, H15 1.090, H17 1.095
6 C 1.65 -0.63 1.10  O2 1.205, C8 1.531, H16 1.094
7 C -0.90 -0.49 0.69  O1 1.461, C5 1.509, C8 1.544, H18 1.088
8 C 0.52 -0.15 0.19  N3 1.453, C6 1.531, C7 1.544, H13 1.076
9 H 0.54 0.31 -3.08  C4 1.080
10 H -1.89 1.48 1.05  C5 1.093
11 H 1.43 -1.20 -1.29  N3 1.015
12 H 0.66 1.52 -1.86  C4 1.096
13 H 0.57 0.91 0.30  C8 1.076
14 H 2.06 0.67 -2.22  C4 1.096
15 H -2.91 0.13 0.61  C5 1.090
16 H 1.41 -0.91 2.13  C6 1.094
17 H -1.99 0.97 -0.60  C5 1.095
18 H -1.22 -1.50 0.44  C7 1.088
19 H -1.58 -0.38 2.63  O1 0.964

Results
**Kohn-Sham gap**: 10.07 eV
**LUMO level**: 0.031 hartree
**HOMO**: -9.229 eV
**SMILES string**: CN[C@H](C=O)[C@H](C)O

Atomic partial charges in e from the natural (NBO) method, atoms 1 to 8: O -0.766; O -0.535; N -0.619; C -0.423; C -0.652; C 0.433; C 0.112; C -0.182

---

Energy relative to the best compared isomer or geometry (same formula, charge and spin) values, unit eV, following the record order: 0.000 0.744 1.645 2.186.
E_tot values, unit hartree, following the record order: -1545.55140 -705.31308 -562.62337 -402.29780.